Computed, not measured: C4H8O in the gas phase at a distorted geometry, with ωB97M-V/def2-TZVPD.

Orbital gap (eV): 10.5
LUMO (eV): 1.00
SMILES string: CC1(O)CC1
Net charge: 0
HOMO (eV): -9.5
Total energy (hartree): -232.381409

Each line ends with the Löwdin charge.
Geometry (Å):
C -1.385 -0.684 -0.005  -0.0359
C -0.182 0.221 -0.044  -0.5763
O -0.633 1.560 -0.126  -0.0375
C 1.219 -0.029 0.683  -0.0623
C 1.065 0.050 -0.826  -0.1100
H -1.114 -1.699 -0.347  0.0797
H -1.954 -0.407 -0.927  0.0927
H -1.907 -0.587 1.007  0.1075
H -0.900 1.768 0.817  0.1264
H 1.628 0.854 1.302  0.1203
H 1.418 -0.989 1.115  0.0791
H 1.349 -0.930 -1.140  0.0884
H 1.396 0.871 -1.511  0.1279